Record 1
This record from the Open Molecules 2025 dataset describes 2 unconnected molecules or ions with the total composition C2H5N2O2 in a non-equilibrium geometry. The level of theory is the ωB97M-V functional and the def2-TZVPD basis.

Its charge is -1. The value obtained for the LUMO energy is 4.23 eV. Its largest force on an atom is 0.048 hartree/bohr. The HOMO energy comes out at -4.084 eV. The calculation puts the electronic energy at -9231.16279 eV.

Each line ends with the Löwdin charge.
Positions of all 11 atoms, in Å:
N 0.42708 0.67980 2.22837  0.048
C -0.64943 0.91038 1.28381  -0.805
O -1.78311 0.42040 1.59829  -0.138
O -0.28901 1.48359 0.17651  -0.178
H 1.19195 1.32768 2.02076  0.053
H 0.06778 0.68900 3.18776  0.054
C 0.24811 -0.85011 -1.78939  -0.146
N 0.42788 -1.97294 -2.38075  -0.040
H 0.93744 -0.60400 -0.97665  0.053
H -0.59021 -0.13072 -2.01286  0.079
H 0.01152 -1.95308 -3.33586  0.020


Record 2
This record from the Open Molecules 2025 dataset describes a gas-phase ion, C2H5N2O2 (charge +1) in a non-equilibrium geometry. The level of theory is the ωB97M-V functional and the def2-TZVPD basis.

Its charge is +1. The value obtained for the LUMO energy (spin up / spin down) is -9.05 / -9.05 eV. Its largest force on an atom is 0.058 hartree/bohr. The HOMO energy (spin up / spin down) comes out at -16.487 / -16.487 eV. The calculation puts the electronic energy at -9215.58584 eV.

Each line ends with the Löwdin charge.
Positions of all 11 atoms, in Å:
C 0.90972 0.07359 -0.28824  -0.237
C -0.18932 -0.76819 0.31145  0.011
N 0.94944 1.29936 0.25732  0.371
N -1.54644 -0.03934 0.00128  -0.365
O -2.44013 -0.80222 -0.07488  0.193
O -1.49118 1.14158 -0.09249  0.168
H 1.82821 -0.33694 0.22409  0.243
H 1.06923 -0.06717 -1.37399  0.168
H -0.24752 -1.78309 -0.08839  0.150
H -0.18237 -0.79144 1.40485  0.156
H 1.34036 2.07385 -0.28099  0.141


Record 3
This record from the Open Molecules 2025 dataset describes 2 unconnected molecules or ions with the total composition C2H5N2O2S in a non-equilibrium geometry. The level of theory is the ωB97M-V functional and the def2-TZVPD basis.

Its charge is +1. The value obtained for the LUMO energy (spin up / spin down) is -5.98 / -5.86 eV. Its largest force on an atom is 0.085 hartree/bohr. The HOMO energy (spin up / spin down) comes out at -14.277 / -13.179 eV. The calculation puts the electronic energy at -20051.27762 eV.

Each line ends with the Löwdin charge.
Positions of all 12 atoms, in Å:
C 0.97246 1.33220 1.53811  -0.251
C 0.55461 0.16558 1.18253  -0.155
N 0.24472 -0.99470 0.80113  0.173
N -0.45156 0.73358 -1.19504  0.039
O 0.50799 3.30535 3.09031  -0.472
O -1.40238 -0.23659 -1.26148  -0.095
S 0.55923 1.88830 3.21155  1.004
H 1.17188 2.17043 0.81884  0.141
H 0.45052 -2.02801 1.08610  0.216
H -0.50816 -1.16719 -0.02661  0.166
H 0.25285 0.36464 -1.97018  0.133
H -2.18558 0.19639 -0.98437  0.100


Record 4
This record from the Open Molecules 2025 dataset describes 2 unconnected molecules or ions with the total composition C2H5N2P in a non-equilibrium geometry. The level of theory is the ωB97M-V functional and the def2-TZVPD basis.

The spin multiplicity is 3. The value obtained for the LUMO energy (spin up / spin down) is 1.04 / 0.22 eV. Its largest force on an atom is 0.062 hartree/bohr. The HOMO energy (spin up / spin down) comes out at -5.729 / -9.734 eV. The calculation puts the electronic energy at -14417.18867 eV. Its expectation value of S² is 2.011.

Each line ends with the Löwdin charge.
Positions of all 10 atoms, in Å:
C 1.43832 -1.58625 0.42700  -0.140
C -0.93731 -0.11417 0.47204  -0.141
N 1.35072 -2.55199 -0.28348  0.004
N -0.83750 0.99569 0.06307  -0.367
P -1.72981 2.34499 -0.59636  0.708
H 2.02059 -0.98706 1.25191  0.080
H -1.65710 -0.92653 0.67791  0.048
H 2.15023 -3.15377 -0.57191  0.058
H -0.97172 3.50103 0.13631  -0.073
H -0.82640 2.47806 -1.57648  -0.178


Record 5
This record from the Open Molecules 2025 dataset describes a gas-phase ion, C2H5N2S (charge +1) in a non-equilibrium geometry. The level of theory is the ωB97M-V functional and the def2-TZVPD basis.

Its charge is +1. The value obtained for the LUMO energy is -4.65 eV. Its largest force on an atom is 0.137 hartree/bohr. The HOMO energy comes out at -12.682 eV. The calculation puts the electronic energy at -15959.50748 eV.

Each line ends with the Löwdin charge.
Positions of all 10 atoms, in Å:
C 1.88598 -0.19237 -0.00049  -0.557
C -0.46889 0.30243 0.73669  -0.388
N 2.46398 -1.22904 0.02929  0.278
N -1.64948 0.24779 -0.32355  0.066
S 1.04491 1.12760 -0.01523  0.986
H -0.97702 1.00283 1.48657  0.051
H 3.19376 -1.90922 -0.23826  0.164
H -1.44522 -0.39009 -1.09433  0.146
H -1.65055 1.03654 -0.90107  0.101
H -2.39746 0.00352 0.32038  0.152


Record 6
This record from the Open Molecules 2025 dataset describes a molecular structure, C2H5N2S in a non-equilibrium geometry. The level of theory is the ωB97M-V functional and the def2-TZVPD basis.

Its charge is +1. The value obtained for the LUMO energy (spin up / spin down) is -5.39 / -6.10 eV. Its largest force on an atom is 0.131 hartree/bohr. The HOMO energy (spin up / spin down) comes out at -13.847 / -12.929 eV. The calculation puts the electronic energy at -15958.93499 eV.

Each line ends with the Löwdin charge.
Positions of all 10 atoms, in Å:
C -0.10115 0.13827 0.27541  -0.102
C 0.95429 1.59503 -1.32903  -0.155
N -0.40721 -1.10129 0.56082  0.198
N 0.59502 0.46327 -0.79379  -0.013
S 2.75201 1.44007 -2.79100  0.421
H -0.50670 0.87667 0.89883  0.155
H 0.75443 2.63410 -1.22125  0.060
H -0.84076 -1.43213 1.50250  0.212
H 0.04798 -1.74834 -0.00456  0.106
H 0.97263 -0.29120 -1.27681  0.118


Record 7
This record from the Open Molecules 2025 dataset describes a molecular structure, C2H5N2S3 in a non-equilibrium geometry. The level of theory is the ωB97M-V functional and the def2-TZVPD basis.

Its charge is +1. The value obtained for the LUMO energy is -5.05 eV. Its largest force on an atom is 0.090 hartree/bohr. The HOMO energy comes out at -13.470 eV. The calculation puts the electronic energy at -37629.58382 eV.

Each line ends with the Löwdin charge.
Positions of all 12 atoms, in Å:
C 1.18574 1.16059 -0.28162  0.094
C -0.23880 -0.96420 -0.11227  -0.986
N 0.64566 -0.38418 0.79380  -0.524
N 1.11748 0.68805 -1.47321  -0.286
S 0.48557 -0.87589 -1.81160  1.000
S -1.91573 -0.19950 -0.33460  0.734
S 0.11890 -0.14690 2.35569  0.827
H 1.62471 2.07864 0.12942  0.143
H -0.51319 -1.86299 0.39433  0.079
H 1.41237 1.33077 -2.25943  0.178
H -2.67759 -0.97243 0.34352  -0.158
H -1.24511 0.14803 2.25596  -0.100


Record 8
This record from the Open Molecules 2025 dataset describes a gas-phase ion, C2H5N2Si (charge +1) in a non-equilibrium geometry. The level of theory is the ωB97M-V functional and the def2-TZVPD basis.

Its charge is +1. The value obtained for the LUMO energy is -7.80 eV. Its largest force on an atom is 0.077 hartree/bohr. The HOMO energy comes out at -13.487 eV. The calculation puts the electronic energy at -13000.69160 eV.

Each line ends with the Löwdin charge.
Positions of all 10 atoms, in Å:
C 0.64795 -0.42768 -0.65078  -0.253
C -0.21089 -0.71362 1.63947  -0.372
N 0.36473 -0.82136 0.49182  0.072
N -0.78024 -1.54685 2.37227  0.139
Si -0.16410 0.81787 -1.80397  1.201
H 1.51159 -0.88237 -1.14193  0.087
H 0.07226 0.30400 1.93561  0.152
H -1.24313 -1.14723 3.22131  0.094
H 0.87124 1.34449 -2.62090  -0.051
H -1.41599 1.43296 -1.99218  -0.069


Record 9
This record from the Open Molecules 2025 dataset describes 2 unconnected molecules or ions with the total composition C2H5N3 in a non-equilibrium geometry. The level of theory is the ωB97M-V functional and the def2-TZVPD basis.

The value obtained for the LUMO energy (spin up / spin down) is -0.74 / -2.16 eV. Its largest force on an atom is 0.054 hartree/bohr. The HOMO energy (spin up / spin down) comes out at -10.385 / -9.981 eV. The calculation puts the electronic energy at -6620.43463 eV.

Each line ends with the Löwdin charge.
Positions of all 10 atoms, in Å:
C 1.49842 0.56915 0.11968  -0.385
C -0.90136 1.04313 0.08600  -0.152
N 2.58010 0.71312 -0.27791  0.168
N 0.09488 -2.10106 0.28049  0.078
N 0.29201 0.42647 0.51838  -0.002
H -1.67631 0.39573 0.52338  0.067
H -0.94577 2.09977 0.56915  0.120
H -1.20049 1.20515 -1.07266  0.126
H -0.67266 -2.33311 -0.42779  0.008
H 0.93118 -2.01835 -0.31872  -0.028


Record 10
This record from the Open Molecules 2025 dataset describes C2H5N3O in the gas phase. The level of theory is the ωB97M-V functional and the def2-TZVPD basis.

The value obtained for the LUMO energy is 0.87 eV. Its largest force on an atom is 0.009 hartree/bohr. The HOMO energy comes out at -10.235 eV. The calculation puts the electronic energy at -8673.24224 eV.

Each line ends with the Löwdin charge.
Positions of all 11 atoms, in Å:
H -1.36678 -0.39909 -2.81277  0.051
N -0.97461 -0.82653 -1.97354  0.117
C -0.13518 -0.03816 -1.45839  -0.292
N 0.54924 -0.36899 -0.25793  0.073
C 0.04274 0.39399 0.79359  -0.612
N 0.39757 0.01960 2.06606  0.152
O -0.71776 1.32009 0.57594  0.049
H 0.13487 0.95083 -1.82962  0.125
H 0.69094 -1.35974 -0.09669  0.135
H 0.07872 0.69750 2.74331  0.105
H 1.30025 -0.38949 2.25003  0.097


Record 11
This record from the Open Molecules 2025 dataset describes C2H5N3O in the gas phase in a non-equilibrium geometry. The level of theory is the ωB97M-V functional and the def2-TZVPD basis.

The value obtained for the LUMO energy is 0.85 eV. Its largest force on an atom is 0.154 hartree/bohr. The HOMO energy comes out at -8.863 eV. The calculation puts the electronic energy at -8670.77999 eV.

Each line ends with the Löwdin charge.
Positions of all 11 atoms, in Å:
N 0.17901 1.21740 -1.25131  -0.031
N 0.99478 0.18961 -1.44215  -0.055
C 0.81113 -0.76540 -0.70569  -0.275
N -0.01292 -0.97646 0.42349  0.084
C -0.45486 0.15783 1.13766  -0.350
O -1.31890 0.08688 1.95614  0.060
H -0.07426 1.68314 -2.17807  0.134
H -0.62344 0.86181 -0.79675  0.037
H 1.24120 -1.82410 -1.04270  0.149
H -0.22518 -1.88145 0.79954  0.134
H -0.03077 1.09708 0.86691  0.114


Record 12
This record from the Open Molecules 2025 dataset describes C2H5N3O in the gas phase in a non-equilibrium geometry. The level of theory is the ωB97M-V functional and the def2-TZVPD basis.

The value obtained for the LUMO energy is 0.60 eV. Its largest force on an atom is 0.050 hartree/bohr. The HOMO energy comes out at -9.644 eV. The calculation puts the electronic energy at -8672.66851 eV.

Each line ends with the Löwdin charge.
Positions of all 11 atoms, in Å:
H -0.80380 3.16603 -0.24603  0.041
N -0.90632 2.40486 0.42910  0.072
C -0.37600 1.33949 -0.01675  -0.298
N -0.37344 0.10674 0.63279  0.093
C 0.34732 -1.05886 0.39136  -0.620
N 0.46070 -1.68203 -0.80078  0.181
O 0.69444 -1.61513 1.42206  0.035
H 0.13610 1.26469 -0.98802  0.120
H -0.56203 -0.22403 1.60117  0.165
H 1.02985 -2.51810 -0.76528  0.119
H 0.35319 -1.18367 -1.65962  0.093


The lowest electronic energy belongs to which entry?
C2H5N2S3


Among the records above, which one has the lowest largest force on an atom?
number 10